Record 1
ORCA calculation (ωB97M-V/def2-TZVPD) on one molecule with the formula C5H12N2 in a non-equilibrium geometry.

```
19
C5H12N2 ωB97M-V/def2-TZVPD
C 0.8244 -0.3746 -0.4246
C 1.4363 0.9298 -0.8514
C 1.7307 -1.5656 -0.5795
N -0.7907 0.9461 1.6970
N -2.7336 0.1439 0.4555
C -0.5047 -0.5590 -0.1963
C -1.4031 0.5155 0.2140
H 0.1444 1.3205 1.8589
H -0.8928 0.0861 2.2354
H -3.2030 0.8698 0.9844
H -3.1889 -0.3656 -0.2914
H -0.8434 -1.5646 0.0491
H -1.3234 1.4326 -0.3649
H 1.6774 0.8943 -1.9205
H 2.3649 1.1075 -0.3027
H 0.7834 1.7897 -0.7017
H 1.9808 -1.7276 -1.6334
H 1.2764 -2.4818 -0.1922
H 2.6650 -1.3968 -0.0357
```

## Properties
- ΔE to the lowest compared entry with this formula, charge and spin: 165.4 kJ/mol
- Multiplicity: 1
- E_LUMO: 0.0367 Ha

Mulliken population analysis, charges in e, atoms 1 to 5:
1 C 1.108
2 C -1.243
3 C -1.365
4 N -0.749
5 N -0.586

Record 2
ORCA calculation (ωB97M-V/def2-TZVPD) on one molecule with the formula C5H6N2O3S in a non-equilibrium geometry.

```
17
C5H6N2O3S ωB97M-V/def2-TZVPD
C -0.5656 2.1760 0.4794
C -1.0147 -0.0559 0.7383
C 0.2764 -1.1119 -1.0566
C 0.2316 1.3996 -0.5101
C 0.1971 -2.4551 -0.3853
N -1.2665 1.2655 1.1694
N -0.1829 0.0366 -0.3191
O -0.4650 3.3611 0.6676
O -1.5257 -1.0366 1.2498
O 0.8197 -0.9656 -2.0994
S 2.0510 1.5919 -0.4967
H 0.1578 1.5209 -1.6164
H -0.8450 -2.6350 -0.0121
H 0.7710 -2.3579 0.5743
H 0.7879 -3.1043 -0.9956
H -1.7407 1.6072 1.9555
H 2.3135 0.7634 0.6570
```

## Properties
- ΔE to the lowest compared entry with this formula, charge and spin: 13.2 kJ/mol
- Multiplicity: 1
- E_LUMO: 0.0137 Ha

Mulliken population analysis, charges in e, atoms 1 to 5:
1 C 0.546
2 C 0.394
3 C 0.707
4 C -0.313
5 C -1.120

Record 3
ORCA calculation (ωB97M-V/def2-TZVPD) on one molecule with the formula C5H9NO in a non-equilibrium geometry.

```
16
C5H9NO ωB97M-V/def2-TZVPD
C 1.1080 -1.2600 -0.3184
C 0.0098 -0.7757 -1.3970
C -1.0153 -0.0113 -0.4854
C -0.3669 1.0574 0.3107
C 0.3174 0.4183 1.4709
H 2.1187 -1.4288 -0.8050
H 0.7905 -2.3158 0.1645
H 0.4086 0.0708 -1.9742
H -0.1405 -1.6344 -2.0296
H -1.6719 -0.6514 0.1614
H -2.5291 1.2087 -0.0199
H 0.3736 1.5784 -0.2058
H -0.1415 -0.3172 2.1507
H 0.7209 1.3485 1.8473
N -1.5848 1.2764 -0.5374
O 1.3558 -0.4207 0.8735
```

## Properties
- ΔE to the lowest compared entry with this formula, charge and spin: 503.6 kJ/mol
- Multiplicity: 1
- E_LUMO: 0.0365 Ha

Mulliken population analysis, charges in e, atoms 1 to 5:
1 C -0.400
2 C -0.548
3 C 0.016
4 C -0.369
5 C -0.373

Record 4
ORCA calculation (ωB97M-V/def2-TZVPD) on C60H50HfNO2P2SSe as an isolated structure in a non-equilibrium geometry.

```
118
C60H50HfNO2P2SSe ωB97M-V/def2-TZVPD
Hf 0.1115 -0.0831 1.0862
C -3.1496 -3.2139 5.6275
C -1.8126 -3.0123 4.9278
C -0.8100 -2.4378 5.9553
C -2.0702 -2.0559 3.7744
C -1.1622 -1.0320 3.4486
C -1.5916 0.0618 2.6195
C -2.9291 -0.0267 2.0884
C -3.7042 1.1530 1.5547
C -3.4946 -1.3340 1.9733
C -3.1930 -2.2911 2.9456
H -3.0996 -3.8403 6.5215
H -3.8869 -3.6928 4.9736
H -3.5696 -2.2530 5.9344
H -1.3891 -3.9843 4.5670
H -1.0255 -1.3885 6.1396
H 0.2297 -2.5227 5.6083
H -0.9079 -2.9650 6.9004
H -0.2113 -1.0362 3.9727
H -1.1316 1.0548 2.7180
H -3.0851 2.0708 1.5371
H -4.6248 1.3574 2.1247
H -3.9872 0.9901 0.5010
H -4.2269 -1.5575 1.2021
H -3.7500 -3.2112 3.0340
O -0.9630 1.0353 -0.1792
S -0.5129 0.7565 -1.8830
C -0.5919 2.5390 -2.3122
C -1.2995 2.7393 -3.4777
C -1.4532 3.9873 -4.1122
C -0.7055 5.0374 -3.6292
C -0.4054 6.3671 -4.2515
C 0.7849 6.9497 -3.4159
C 1.0646 5.9296 -2.3590
C 2.0737 5.7819 -1.4584
C 2.0881 4.6611 -0.6296
C 1.1512 3.6087 -0.6600
P 1.5413 2.3600 0.6730
C 3.3130 2.1951 0.2056
C 4.3385 2.2499 1.1474
C 5.6202 1.8510 0.8120
C 5.8808 1.3698 -0.4650
C 4.9050 1.3741 -1.4319
C 3.6429 1.8620 -1.1101
C 1.4639 3.0968 2.3541
C 1.5424 2.2906 3.5154
C 1.1680 2.8197 4.7586
C 0.8327 4.1718 4.8612
C 0.9347 4.9975 3.7537
C 1.1711 4.4509 2.4991
C 0.2012 3.6162 -1.7354
C 0.1496 4.8473 -2.4939
C -2.1027 -0.0456 -2.1996
C -3.2895 0.6807 -2.3516
C -4.4726 0.0694 -2.8008
C -4.4577 -1.2777 -3.1421
C -5.4731 -2.1343 -3.8227
C -4.7592 -3.5355 -3.9786
C -3.3584 -3.3568 -3.4726
C -2.1849 -4.1006 -3.5168
C -1.0290 -3.5780 -2.8966
C -1.0236 -2.3706 -2.1980
P 0.3046 -2.1612 -0.9743
C 1.7954 -2.0765 -2.0415
C 3.0707 -2.2825 -1.5479
C 4.1692 -2.2110 -2.3961
C 4.0139 -2.0245 -3.7437
C 2.7494 -1.7464 -4.2631
C 1.6559 -1.7159 -3.3966
C 0.4881 -3.7306 -0.0501
C 1.3675 -4.7294 -0.4963
C 1.7234 -5.7593 0.3533
C 1.3502 -5.6908 1.6771
C 0.3957 -4.7919 2.0954
C -0.1181 -3.8654 1.2053
C -2.0813 -1.4415 -2.4042
C -3.2882 -2.0247 -2.9657
H -1.7462 1.8516 -3.9713
H -2.1486 4.1039 -4.9540
H -1.2707 7.0404 -4.2363
H -0.1642 6.2248 -5.3288
H 0.5418 7.9434 -2.9715
H 1.6941 7.1182 -4.0138
H 2.8659 6.5401 -1.3894
H 2.8832 4.5969 0.1029
H 4.1528 2.5707 2.1747
H 6.4006 1.8792 1.5770
H 6.8823 0.9959 -0.6982
H 5.0627 0.9647 -2.4429
H 2.9158 1.9122 -1.9289
H 1.9121 1.2635 3.4307
H 1.1179 2.1503 5.6144
H 0.4958 4.5618 5.8131
H 0.8346 6.0873 3.8474
H 1.1555 5.1012 1.6212
H -3.2485 1.7634 -2.1513
H -5.3266 0.6974 -2.9994
H -5.7638 -1.7104 -4.8061
H -6.3972 -2.2929 -3.2363
H -4.7678 -3.8995 -5.0240
H -5.2827 -4.2569 -3.3325
H -2.2074 -5.0961 -3.9510
H -0.1293 -4.1852 -2.9085
H 3.1906 -2.4439 -0.4840
H 5.1503 -2.3643 -1.9739
H 4.8787 -2.1095 -4.4299
H 2.5673 -1.5939 -5.3365
H 0.7001 -1.3778 -3.7751
H 1.7647 -4.6892 -1.5223
H 2.3074 -6.6014 0.0034
H 1.7976 -6.3963 2.3840
H 0.0256 -4.7919 3.1321
H -0.9885 -3.2723 1.4536
Se 3.5075 -2.1787 2.8719
C 2.7765 -2.8992 4.4101
N 2.5784 -3.4073 5.4784
O 2.3531 -0.5223 0.7560
C 2.0181 -1.0725 1.8112
```

## Properties
- ΔE to the lowest compared entry with this formula, charge and spin: 0.0 kJ/mol
- Multiplicity: 1
- E_LUMO: -0.3250 Ha
- Net charge: +3

Mulliken population analysis, charges in e, atoms 1 to 5:
1 Hf 1.344
2 C -1.453
3 C 1.134
4 C -1.295
5 C -0.278